(1)
C25H26N2O5 | the ωB97M-V functional and the def2-TZVPD basis

XYZ file:
```
58
Properties=species:S:1:pos:R:3:forces:R:3
C 4.447 -3.797 -4.654 -0.173 0.089 0.409
C 3.520 -3.512 -3.482 -0.151 -0.065 -0.382
O 4.330 -3.346 -2.335 0.131 0.036 0.292
C 3.748 -3.074 -1.131 0.131 0.016 0.106
C 2.369 -2.956 -0.962 0.050 -0.013 -0.120
C 1.806 -2.685 0.267 0.121 0.023 0.206
C 2.618 -2.519 1.388 0.238 -0.206 -0.866
C 3.996 -2.638 1.227 -0.262 0.003 -0.094
C 4.581 -2.909 -0.004 -0.090 0.000 -0.069
O 5.939 -2.988 0.041 -0.331 0.014 0.203
C 6.714 -3.190 -1.120 0.403 -0.066 -0.332
H 6.505 -4.156 -1.584 0.038 0.094 0.035
H 7.747 -3.169 -0.773 -0.065 -0.001 -0.045
H 6.561 -2.395 -1.852 0.027 -0.070 0.053
H 4.659 -2.517 2.069 0.106 0.021 0.113
C 2.074 -2.211 2.691 -0.412 0.249 1.051
N 0.824 -2.025 2.841 -0.216 -0.249 -0.186
O 0.403 -1.687 4.121 1.067 -0.105 -0.028
C -0.997 -1.507 4.185 -0.484 0.003 -0.099
C -1.546 -0.278 3.434 0.379 -0.428 0.171
O -2.409 0.419 3.923 -0.244 0.131 0.123
N -0.996 -0.138 2.208 0.367 -0.199 -0.249
C -1.209 0.855 1.249 -0.250 0.345 -0.095
C -0.413 0.829 0.103 -0.122 0.077 0.093
C -0.578 1.777 -0.881 -0.159 0.188 -0.064
C -1.543 2.777 -0.748 0.102 -0.231 0.221
C -2.338 2.800 0.391 0.096 0.234 -0.339
C -2.172 1.847 1.381 0.067 -0.168 0.171
H -2.790 1.872 2.262 -0.024 -0.008 0.028
H -3.102 3.549 0.520 -0.059 0.063 0.003
O -1.614 3.668 -1.781 0.050 -0.089 -0.134
C -2.521 4.743 -1.685 -0.037 0.301 -0.056
C -3.976 4.341 -1.751 0.051 -0.041 -0.014
C -4.949 5.154 -1.185 0.144 -0.048 -0.058
C -6.284 4.800 -1.260 -0.097 0.050 0.014
C -6.658 3.628 -1.895 -0.112 -0.004 0.010
C -5.692 2.814 -2.459 -0.019 -0.039 -0.047
C -4.357 3.170 -2.392 0.081 0.045 -0.016
H -3.600 2.538 -2.833 0.070 -0.066 -0.010
H -5.977 1.898 -2.956 -0.028 -0.076 -0.035
H -7.700 3.349 -1.947 -0.083 -0.025 0.004
H -7.034 5.439 -0.817 -0.065 0.046 0.038
H -4.658 6.066 -0.684 0.029 0.089 0.082
H -2.281 5.374 -2.549 -0.016 -0.055 0.201
H -2.331 5.328 -0.774 -0.023 -0.067 -0.088
H 0.034 1.768 -1.769 0.084 -0.003 -0.101
H 0.343 0.063 -0.007 0.096 -0.080 -0.022
H -0.265 -0.815 1.983 -0.358 0.180 0.115
H -1.218 -1.391 5.247 -0.013 0.051 -0.197
H -1.517 -2.396 3.803 0.090 0.063 0.080
H 2.768 -2.127 3.526 -0.094 0.045 0.128
H 0.735 -2.613 0.367 -0.125 -0.010 -0.025
H 1.717 -3.080 -1.811 -0.019 -0.024 -0.096
H 2.940 -2.598 -3.672 0.012 -0.117 0.081
H 2.825 -4.350 -3.337 0.029 0.138 0.030
H 5.139 -2.970 -4.792 0.060 0.076 -0.060
H 3.863 -3.928 -5.561 -0.038 -0.018 -0.108
H 5.020 -4.700 -4.466 0.050 -0.099 -0.025
```
Forces are in eV/Å.

Values from the calculation:
- total charge = 0
- LUMO energy (eV) = 0.4
- strongest force on any atom (eV/A) = 1.156
- gap between HOMO and LUMO (eV) = 8.1

=====

(2)
C4H9ClN4O5 | the ωB97M-V functional and the def2-TZVPD basis

XYZ file:
```
23
Properties=species:S:1:pos:R:3:forces:R:3
C 0.083 0.486 -4.341 2.361 0.093 0.627
C 1.183 1.398 3.495 2.581 -0.723 1.180
C -1.275 -1.829 0.954 1.759 1.860 1.550
C -0.918 -0.685 -0.034 -0.004 0.261 0.288
N -0.445 -0.251 -2.171 0.830 0.676 -1.840
N 0.328 0.396 1.677 -1.609 -0.912 3.267
N -0.509 -1.228 -1.388 0.260 0.056 0.185
N 0.311 0.176 0.469 0.030 -0.251 -0.313
O -0.167 -2.433 -1.525 0.060 0.742 0.256
O 1.126 0.587 -0.313 1.693 0.459 -2.026
O -2.388 -2.465 0.552 -2.117 1.057 1.421
O 0.251 -0.507 -3.332 -0.640 -1.730 1.597
O 1.417 1.063 2.180 0.261 -0.921 -4.012
Cl -2.240 0.444 -0.268 -0.230 -0.035 0.433
H 0.880 1.264 -4.169 -1.418 -0.003 0.188
H -0.955 0.776 -4.333 -0.066 0.486 -0.654
H 0.531 -0.018 -5.211 -1.139 0.052 -0.108
H 2.066 0.965 4.091 -1.354 0.764 -0.568
H 0.294 0.903 3.739 -1.429 -0.055 1.173
H 1.217 2.464 3.483 -0.455 0.788 0.867
H -1.618 -1.349 1.911 1.165 -0.165 -0.755
H -0.312 -2.422 1.091 -1.360 0.381 -0.083
H -2.180 -3.133 -0.017 0.823 -2.879 -2.671
```
Forces are in eV/Å.

Values from the calculation:
- total charge = 0
- LUMO energy (alpha / beta) (eV) = 0.3 / 0.3
- strongest force on any atom (eV/A) = 4.125
- gap between HOMO and LUMO (alpha / beta) (eV) = 9.7 / 9.7

=====

(3)
C5H8N2 | the ωB97M-V functional and the def2-TZVPD basis

XYZ file:
```
15
Properties=species:S:1:pos:R:3:forces:R:3
C -1.651 -0.555 -0.334 -0.816 0.458 -0.205
C -1.154 0.640 0.746 0.123 -0.652 -0.597
C -0.443 1.697 0.098 -0.026 -0.366 -0.569
N 0.806 1.262 -0.214 0.017 0.009 0.093
C 1.004 0.001 0.311 0.227 0.064 0.479
N 1.857 -0.926 -0.296 0.437 -0.017 0.157
C -0.097 -0.282 1.053 0.893 -0.195 0.467
H -0.828 -1.055 -0.912 -0.373 0.818 0.456
H -2.174 -1.400 0.128 -0.177 0.576 0.172
H -2.252 -0.064 -1.077 -0.703 0.058 -0.143
H -0.652 2.760 -0.048 -0.399 -0.602 -0.408
H 1.421 1.704 -0.882 0.088 0.151 0.379
H 2.840 -0.728 -0.196 0.240 -0.125 0.089
H 1.640 -1.850 0.056 0.253 0.113 -0.135
H -0.316 -1.205 1.565 0.216 -0.289 -0.235
```
Forces are in eV/Å.

Values from the calculation:
- total charge = 0
- LUMO energy (eV) = 0.8
- strongest force on any atom (eV/A) = 1.026
- gap between HOMO and LUMO (eV) = 8.1

=====

(4)
C5H7N | the ωB97M-V functional and the def2-TZVPD basis

XYZ file:
```
13
Properties=species:S:1:pos:R:3:forces:R:3
C -1.055 -0.094 -0.793 2.052 -2.705 -1.987
C -0.446 0.837 0.187 3.530 2.964 1.523
C -0.050 -1.047 0.085 0.309 0.546 1.190
C 1.533 -0.553 0.021 -1.139 2.363 -1.813
C 1.085 0.715 0.027 2.845 4.042 -1.362
H -0.648 -0.088 -1.872 -1.293 0.462 1.433
H -2.134 -0.417 -0.651 1.352 0.587 -0.253
H -0.669 1.922 0.449 -0.524 -1.471 -0.414
H -1.417 -0.040 1.351 -1.737 -1.985 1.051
H -0.136 -2.048 0.279 -0.735 -2.731 -0.133
H 2.673 -0.742 -0.298 -3.186 -0.511 0.918
H 1.701 1.763 -0.078 -1.275 -2.836 0.288
N -0.436 -0.208 1.293 -0.198 1.276 -0.442
```
Forces are in eV/Å.

Values from the calculation:
- total charge = 0
- LUMO energy (eV) = 1.0
- strongest force on any atom (eV/A) = 5.127
- gap between HOMO and LUMO (eV) = 10.2

=====

Calculated ΔE to the lowest compared entry with this formula, charge and spin, 389.9, 0.0, 412.8, 527.7 kJ/mol (same order as the records).